Record 1
DFT (ωB97M-V/def2-TZVPD) results for a single C7H13N molecule in a non-equilibrium geometry.

Structure (XYZ):
```
21
Properties=species:S:1:pos:R:3:forces:R:3:mulliken_charge:R:1
C 2.065 -0.005 -3.090 -0.2 -0.5 -1.7 -1.1603
C 0.878 -0.417 -2.295 1.0 -3.0 -3.0 0.2412
C 0.725 0.127 -1.138 -0.6 0.2 3.5 -0.6974
C -0.223 -0.326 -0.064 0.0 5.8 1.4 0.4188
N -0.761 -1.597 -0.010 0.9 1.3 1.2 -0.4661
C -0.514 0.741 0.790 -0.3 -0.8 -0.2 -0.4455
C -1.427 0.763 2.013 -1.9 -0.4 1.3 -0.4744
C -0.807 0.716 3.429 3.1 -2.3 -0.7 -1.0765
H 2.347 0.955 -2.794 1.0 1.4 1.0 0.3600
H 1.794 0.228 -4.119 0.0 -0.6 -0.4 0.3477
H 2.921 -0.710 -3.088 -0.6 0.3 0.1 0.2403
H 0.373 -1.361 -2.741 0.3 1.8 1.3 0.2718
H 1.411 0.932 -0.754 -0.7 -0.7 -0.9 0.2187
H -1.658 -1.574 -0.461 0.3 -1.5 -0.4 0.2723
H 0.100 -2.128 -0.065 -1.4 -1.7 -1.0 0.3204
H -0.094 1.783 0.577 -0.3 -1.8 0.1 0.1994
H -2.049 1.758 2.080 0.9 -1.9 -0.7 0.2582
H -2.144 -0.155 2.195 1.0 1.8 -1.6 0.2466
H -0.013 1.458 3.618 -0.7 0.1 0.1 0.3353
H -1.621 0.705 4.107 -0.5 0.5 1.0 0.3436
H -0.238 -0.313 3.632 -1.2 1.9 -0.6 0.2460
```
Forces are in eV/Å.

**Orbital gap**: 9.1 eV
**Relative energy (zero: lowest compared OMol25 entry of this formula, charge and spin)**: 3.028 eV

=====

Record 2
DFT (ωB97M-V/def2-TZVPD) results for 2 unconnected molecules or ions with the total composition C4H14N2O in a non-equilibrium geometry.

Structure (XYZ):
```
21
Properties=species:S:1:pos:R:3:forces:R:3:mulliken_charge:R:1
C 0.265 0.173 -1.708 -0.6 -0.5 -0.7 -0.7544
C -0.110 0.892 -0.415 -0.5 -0.3 -1.2 -0.2850
C -1.389 0.533 0.303 0.1 0.4 2.0 -0.7725
C -1.926 -0.579 0.774 0.3 -1.2 -0.6 -0.0701
N -2.495 -0.620 2.170 -0.1 0.4 -1.4 -0.2994
N 1.738 0.324 -2.035 -0.7 -0.7 1.6 -0.2114
H 0.061 -0.897 -1.689 0.1 0.0 0.2 0.4044
H -0.273 0.570 -2.564 -0.1 0.1 0.0 0.3739
H 0.661 0.636 0.311 0.1 0.4 0.2 0.3334
H -0.174 1.962 -0.609 0.4 0.0 0.1 0.4258
H -1.701 1.360 0.948 0.4 0.3 -0.1 0.3122
H -2.014 -1.553 0.310 0.5 0.0 0.0 0.4049
H -3.477 -0.331 2.128 -0.1 0.0 0.7 0.3627
H -2.410 -1.574 2.524 -0.3 0.0 0.1 0.3804
H -1.918 -0.027 2.766 -0.4 0.2 0.2 0.3844
H 1.975 1.304 -1.883 0.5 0.0 -0.8 0.3634
H 2.257 -0.218 -1.324 0.1 0.1 0.2 0.2814
H 1.950 -0.107 -2.935 0.2 0.7 -0.3 0.3909
H 3.660 -0.205 0.794 0.1 -0.2 0.3 0.3260
H 2.540 -1.067 1.462 0.3 -0.1 0.1 0.3039
O 2.781 -0.577 0.671 -0.4 0.3 -0.7 -0.6548
```
Forces are in eV/Å.

**Total charge**: +2
**Orbital gap**: 11.3 eV
**Relative energy (zero: lowest compared OMol25 entry of this formula, charge and spin)**: 1.056 eV

=====

Record 3
DFT (ωB97M-V/def2-TZVPD) results for a molecular structure, C44H39CeCl5N4P2.

Structure (XYZ):
```
95
Properties=species:S:1:pos:R:3:forces:R:3:mulliken_charge:R:1
Ce 0.004 0.615 0.171 0.3 0.3 -0.5 0.2350
C 2.389 -1.070 -1.440 0.0 0.0 0.2 -0.8068
P 3.082 0.245 -0.296 0.4 -0.1 -0.5 1.3965
C 4.684 -0.548 0.057 0.0 0.1 0.2 0.4153
C 4.884 -1.132 1.304 -0.1 0.0 0.0 -0.3363
C 6.062 -1.819 1.579 0.0 0.0 0.0 -0.6761
C 7.047 -1.919 0.610 0.0 0.0 0.0 -0.6486
C 6.852 -1.341 -0.642 0.0 0.0 0.0 -0.7701
C 5.676 -0.664 -0.920 0.0 -0.1 0.0 -0.6807
C 3.471 1.717 -1.320 0.0 -0.1 -0.1 0.6977
C 2.393 2.351 -1.946 0.1 0.1 0.1 -0.1463
C 2.543 3.557 -2.613 0.0 0.0 0.0 -0.9577
C 3.793 4.163 -2.662 0.0 0.0 0.0 -0.7040
C 4.871 3.558 -2.030 0.0 0.0 0.0 -0.7919
C 4.713 2.346 -1.364 0.1 0.1 0.0 -0.7462
C 1.774 -2.043 -0.473 -0.2 0.0 0.0 0.2155
C 2.165 -3.293 -0.067 0.0 -0.1 0.1 -1.0606
C 1.363 -3.628 1.067 0.2 -0.1 -0.1 -1.2656
C 0.530 -2.562 1.292 0.1 -0.1 -0.1 -0.1038
C -0.476 -2.318 2.378 0.1 0.1 0.0 -0.9116
P -0.294 -0.542 2.867 0.0 -0.4 0.6 1.0671
C -1.662 -0.149 3.998 0.0 0.0 0.0 0.5022
C -1.546 1.001 4.784 -0.1 0.0 0.0 -0.6553
C -2.589 1.394 5.608 0.0 0.0 0.0 -0.6702
C -3.762 0.645 5.650 0.1 0.0 0.0 -0.5278
C -3.883 -0.494 4.872 0.0 0.0 0.0 -0.7770
C -2.837 -0.891 4.047 -0.1 -0.1 0.0 -0.2087
C 1.149 -0.615 3.990 -0.1 0.1 0.0 0.0017
C 2.351 -0.014 3.630 0.0 0.0 0.1 -0.2422
C 3.454 -0.076 4.476 0.0 0.0 0.0 -0.4326
C 3.356 -0.736 5.691 -0.1 0.0 0.0 -0.6847
C 2.155 -1.335 6.062 0.0 0.0 0.0 -0.7626
C 1.058 -1.274 5.217 0.0 0.0 0.0 -0.5622
N 0.762 -1.582 0.354 -0.1 -0.4 0.2 1.0246
H 3.195 -1.517 -2.016 0.0 0.0 0.0 0.7943
H 1.667 -0.643 -2.137 0.0 0.0 -0.1 -0.0181
H 4.105 -1.078 2.056 0.1 0.0 -0.1 0.3893
H 6.201 -2.281 2.549 0.0 0.0 0.0 0.4886
H 7.968 -2.448 0.823 0.0 0.0 0.0 0.3954
H 7.617 -1.426 -1.405 0.0 0.0 0.0 0.4132
H 5.530 -0.227 -1.902 0.0 -0.1 0.0 0.5113
H 1.399 1.918 -1.902 -0.1 -0.1 -0.2 0.0744
H 1.687 4.029 -3.083 0.0 0.0 0.0 0.5480
H 3.923 5.102 -3.186 0.0 0.0 0.0 0.4171
H 5.846 4.028 -2.058 0.0 0.0 0.0 0.4525
H 5.568 1.891 -0.878 -0.1 0.1 0.0 0.4973
H 2.950 -3.892 -0.510 -0.1 0.0 0.1 0.5259
H 1.412 -4.538 1.648 0.0 0.1 0.0 0.5102
H -0.280 -2.951 3.241 0.0 -0.1 0.1 0.5560
H -1.496 -2.513 2.049 0.0 0.0 0.0 0.5351
H -0.631 1.584 4.758 0.0 0.0 0.0 0.4067
H -2.491 2.283 6.217 0.0 0.0 0.0 0.4294
H -4.578 0.952 6.292 0.0 0.0 0.0 0.4117
H -4.794 -1.080 4.905 0.0 0.0 0.0 0.4451
H -2.946 -1.782 3.441 0.0 0.0 0.1 0.3491
H 2.430 0.492 2.676 0.0 0.0 0.0 0.4333
H 4.391 0.387 4.187 0.0 0.0 0.0 0.4940
H 4.212 -0.784 6.354 0.0 0.0 0.0 0.4085
H 2.074 -1.847 7.013 0.0 0.0 0.0 0.4371
H 0.119 -1.726 5.520 0.0 0.0 0.0 0.4010
Cl -2.763 -0.683 0.546 -0.1 0.0 -0.1 -0.2278
C -3.200 1.015 0.293 -0.1 0.0 0.0 1.2559
C -2.145 1.856 0.044 -0.4 0.2 0.0 -1.1956
C -2.489 3.161 -0.235 0.1 0.1 0.0 1.1047
Cl -1.185 4.270 -0.648 -0.1 -0.1 0.0 -0.2072
C -3.799 3.626 -0.232 0.0 0.0 0.0 -0.4579
Cl -4.154 5.269 -0.586 -0.1 0.0 0.0 -0.1858
C -4.832 2.729 0.066 0.1 0.0 0.0 0.8731
Cl -6.461 3.263 0.094 0.0 0.0 0.0 -0.1772
C -4.534 1.392 0.327 -0.1 -0.1 0.0 -0.6919
Cl -5.774 0.253 0.673 0.0 0.0 0.0 -0.1858
C 2.793 4.499 1.967 -0.1 -0.2 -0.1 -1.2489
C 1.907 3.409 1.565 0.2 0.4 0.2 0.5118
N 1.218 2.553 1.249 0.1 0.3 0.2 -0.0618
H 3.829 4.192 1.830 0.0 0.0 0.0 0.3134
H 2.622 4.745 3.013 0.0 0.0 0.0 0.3641
H 2.594 5.375 1.352 0.0 0.0 0.0 0.3425
N -0.585 0.333 -2.294 -0.1 0.0 -0.1 -0.4493
C -0.688 0.247 -3.445 0.0 -0.1 -0.4 0.4054
N -0.812 0.133 -4.739 -0.1 0.0 0.1 -0.0739
C -0.804 1.337 -5.596 0.1 -0.1 0.0 -0.8274
C 0.560 1.492 -6.251 0.0 0.0 0.0 -0.2486
C 0.949 0.215 -6.999 0.0 0.0 0.0 -0.7769
C 0.911 -1.003 -6.074 0.0 0.0 0.0 -0.3091
C -0.449 -1.139 -5.406 0.0 0.2 0.0 -0.8279
H -1.079 2.198 -4.991 0.0 0.0 0.0 0.4687
H -1.580 1.192 -6.350 0.0 0.0 0.0 0.3148
H 1.304 1.710 -5.477 0.0 0.0 0.0 0.0972
H 0.533 2.348 -6.927 0.0 0.0 0.0 0.3662
H 1.943 0.323 -7.433 0.0 0.0 0.0 0.3607
H 0.255 0.059 -7.832 0.0 0.0 0.0 0.3319
H 1.678 -0.902 -5.298 0.0 0.0 0.0 0.1296
H 1.127 -1.919 -6.626 0.0 0.0 0.0 0.3816
H -0.470 -1.937 -4.668 0.0 0.0 0.1 0.4755
H -1.226 -1.339 -6.146 0.0 0.0 0.0 0.3233
```
Forces are in eV/Å.

**Total charge**: +1
**Expectation value of S²**: 0.7507
**Orbital gap (alpha / beta)**: 7.5 / 7.6 eV
**2S+1**: 2
**Relative energy (zero: lowest compared OMol25 entry of this formula, charge and spin)**: 0.000 eV

=====

Record 4
DFT (ωB97M-V/def2-TZVPD) results for a molecular structure, F2HOPS in a non-equilibrium geometry.

Structure (XYZ):
```
6
Properties=species:S:1:pos:R:3:forces:R:3:mulliken_charge:R:1
O 1.563 0.302 0.337 -4.7 -2.6 -0.3 -0.6117
F -0.532 -0.921 1.248 -0.1 -0.4 0.3 -0.1244
F -0.209 -1.280 -1.129 -0.2 1.2 1.2 -0.1662
P -0.536 -0.147 -0.066 3.2 0.6 -0.8 0.8186
S -2.119 0.895 -0.453 1.9 -0.6 0.4 -0.2260
H 1.833 1.152 0.064 0.1 1.8 -0.8 0.3096
```
Forces are in eV/Å.

**Orbital gap**: 9.3 eV
**Relative energy (zero: lowest compared OMol25 entry of this formula, charge and spin)**: 2.735 eV

=====

Record 5
DFT (ωB97M-V/def2-TZVPD) results for a molecular structure, C21H43MnN2P3Se in a non-equilibrium geometry.

Structure (XYZ):
```
71
Properties=species:S:1:pos:R:3:forces:R:3:mulliken_charge:R:1
Mn -0.485 -0.314 0.775 1.5 3.0 -0.1 0.1578
P -1.672 -0.924 2.634 -3.0 -0.6 3.2 1.1138
P 0.753 -2.182 0.235 2.2 -3.5 -1.2 0.8758
P -2.134 -0.958 -0.718 -2.3 -0.8 -2.1 0.8525
H 0.638 1.955 -0.544 0.0 -0.5 0.3 0.2035
C -0.319 1.429 -0.525 -1.2 0.4 1.0 -0.8757
C -1.239 1.703 0.570 0.7 0.0 -1.4 -0.8320
H -0.940 2.410 1.340 0.2 -0.4 0.2 0.3591
C -1.147 -0.403 4.336 0.5 0.2 -0.4 -1.4412
C -2.070 -2.690 3.057 0.5 0.0 -0.7 -1.2893
C -3.385 -0.216 2.708 0.3 0.1 -0.4 -1.3394
C 1.843 -2.158 -1.275 -0.3 0.6 0.1 -1.4026
C 2.002 -2.867 1.431 -0.2 0.6 0.2 -1.4738
C -0.069 -3.818 -0.094 -0.4 0.5 0.1 -1.3069
C -3.439 0.272 -1.177 0.4 0.2 0.4 -1.5319
C -3.262 -2.395 -0.413 0.5 0.1 0.6 -1.2453
C -1.574 -1.370 -2.433 0.5 0.1 0.4 -1.0632
H -0.722 1.343 -1.535 -0.1 -0.3 0.3 0.5233
H -2.298 1.798 0.351 0.2 -0.3 0.1 0.3491
H -0.933 0.670 4.341 0.0 -0.1 0.1 0.3681
H -0.242 -0.941 4.628 -0.2 0.1 0.1 0.4107
H -1.933 -0.614 5.071 0.0 0.0 -0.4 0.5207
H -1.134 -3.226 3.250 -0.1 0.0 0.0 0.3546
H -2.567 -3.173 2.213 0.0 0.0 0.1 0.3279
H -2.714 -2.768 3.942 0.2 0.3 -0.2 0.5140
H -3.307 0.874 2.660 -0.1 -0.1 0.1 0.3895
H -3.911 -0.506 3.625 0.3 0.0 -0.2 0.5161
H -3.968 -0.546 1.845 0.0 0.0 0.1 0.2860
H 2.378 -3.105 -1.416 -0.2 0.2 0.2 0.4475
H 2.566 -1.344 -1.188 0.1 -0.1 0.1 0.4458
H 1.230 -1.956 -2.157 0.0 -0.1 0.0 0.3381
H 2.473 -3.771 1.026 -0.3 0.2 -0.1 0.5586
H 1.499 -3.118 2.370 0.1 -0.1 -0.1 0.3599
H 2.785 -2.137 1.646 -0.1 -0.1 0.0 0.4475
H 0.680 -4.594 -0.288 -0.1 0.3 0.1 0.5680
H -0.732 -3.758 -0.959 0.1 -0.1 0.1 0.3768
H -0.664 -4.107 0.778 0.1 -0.1 -0.1 0.3444
H -4.105 -0.167 -1.929 0.2 -0.1 0.2 0.5196
H -2.984 1.176 -1.588 -0.1 -0.1 0.0 0.4243
H -4.025 0.548 -0.297 0.0 0.0 -0.1 0.3561
H -3.893 -2.582 -1.289 0.2 0.2 0.1 0.5238
H -3.908 -2.176 0.441 0.0 -0.1 -0.1 0.3965
H -2.692 -3.296 -0.185 -0.2 0.0 0.0 0.3179
H -2.427 -1.523 -3.104 0.1 0.1 0.3 0.5402
H -0.963 -2.275 -2.429 -0.1 0.1 -0.1 0.3168
H -0.959 -0.546 -2.805 -0.1 -0.1 -0.1 0.1881
C 2.231 2.052 -4.706 0.4 -1.6 0.5 0.5084
C 1.536 2.905 -3.842 -0.6 1.2 0.4 0.4727
C 1.228 4.203 -4.248 -0.1 -0.9 0.9 -0.5320
C 1.607 4.659 -5.511 0.1 0.0 -0.2 -0.4692
C 2.300 3.805 -6.370 0.4 -0.8 -0.2 -0.5947
C 2.613 2.506 -5.974 0.2 0.7 -1.1 -0.4613
Se 2.693 0.251 -4.221 -0.4 1.7 -0.5 0.3720
H 2.082 0.328 -2.883 0.0 0.1 -0.1 0.0172
H 1.236 2.562 -2.856 0.0 0.1 -0.1 0.0100
H 0.689 4.858 -3.570 0.1 -0.1 -0.1 0.4127
H 1.365 5.670 -5.823 0.0 -0.1 0.0 0.4349
H 2.600 4.148 -7.356 0.0 -0.1 0.2 0.4170
H 3.152 1.849 -6.651 -0.1 0.1 0.0 0.3862
C 3.223 2.976 3.401 0.5 0.9 0.3 -0.8222
N 2.471 1.776 3.054 -0.9 0.3 -1.2 0.1164
C 2.534 0.593 3.672 -0.1 -2.0 0.9 -1.2808
C 1.645 -0.251 3.054 1.1 0.1 1.2 -0.9530
N 1.022 0.394 2.041 0.3 1.5 -0.6 1.0663
C 1.562 1.641 2.071 -0.3 -0.1 -0.2 -0.6871
H 2.985 3.272 4.445 0.2 -0.2 -0.7 0.3578
H 4.311 2.775 3.317 -0.7 0.1 0.0 0.3478
H 2.955 3.815 2.724 0.1 -0.7 0.4 0.2875
H 3.166 0.364 4.522 0.0 0.3 -0.2 0.4910
H 1.461 -1.258 3.363 -0.2 -0.2 -0.2 1.0153
H 1.301 2.457 1.422 0.0 0.0 0.0 0.2961
```
Forces are in eV/Å.

**Total charge**: +3
**Expectation value of S²**: 6.1835
**Orbital gap (alpha / beta)**: 8.1 / 4.7 eV
**2S+1**: 5
**Relative energy (zero: lowest compared OMol25 entry of this formula, charge and spin)**: 0.014 eV

=====

Record 6
DFT (ωB97M-V/def2-TZVPD) results for 2 unconnected molecules or ions with the total composition H4O2 in a non-equilibrium geometry.

Structure (XYZ):
```
6
Properties=species:S:1:pos:R:3:forces:R:3:mulliken_charge:R:1
O 1.342 0.000 0.018 -0.5 1.3 -0.4 -0.6319
H 2.019 -0.614 0.210 1.1 -1.3 0.4 0.3075
H 1.839 0.754 -0.336 -0.4 -0.1 0.0 0.3050
O -1.544 -0.050 -0.077 0.6 -1.2 -0.8 -0.6409
H -1.624 0.608 0.584 -0.2 1.0 1.0 0.2967
H -0.618 -0.349 0.012 -0.5 0.3 -0.2 0.3634
```
Forces are in eV/Å.

**Orbital gap**: 11.5 eV
**Relative energy (zero: lowest compared OMol25 entry of this formula, charge and spin)**: 0.099 eV